No. 1
Formula: C37H29IN3PPd
Source: the Open Molecules 2025 dataset
Level of theory: wB97M-V/def2-TZVPD

Calculated values
Energy above the lowest of the compared OMol25 structures with the same formula, charge and spin (eV): 0.045
Net charge: -2
LUMO energy (Eh): 0.1278

Geometry as XYZ:
```
72
C37H29IN3PPd, DFT wB97M-V/def2-TZVPD
Pd -0.025 0.878 0.772
C -5.279 4.508 1.996
C -5.606 3.454 1.158
C -4.705 2.415 0.945
C -3.450 2.424 1.553
C -3.127 3.505 2.378
C -4.031 4.526 2.613
P -2.144 1.153 1.265
C -3.044 -0.057 0.218
C -3.223 0.287 -1.220
C -4.133 -0.391 -1.952
C -4.783 -1.581 -1.494
C -4.236 -2.486 -0.620
C -2.945 -2.485 -0.011
C -2.200 0.185 2.817
C -3.075 0.438 3.854
C -2.887 -0.197 5.094
C -1.805 -1.008 5.289
C -0.880 -1.289 4.245
C 0.311 -2.002 4.499
C 1.238 -2.110 3.476
C 0.971 -1.696 2.183
C -0.300 -1.170 1.801
C -1.150 -0.766 2.947
H -5.985 5.313 2.166
H -6.573 3.430 0.668
H -4.983 1.597 0.293
H -2.142 3.532 2.834
H -3.761 5.346 3.269
H -2.601 1.052 -1.671
H -4.340 -0.063 -2.967
H -5.703 -1.876 -1.992
H -4.809 -3.403 -0.487
H -2.862 -3.789 1.653
H -3.879 1.153 3.731
H -3.578 -0.003 5.909
H -1.613 -1.442 6.266
H 0.515 -2.373 5.497
H 2.200 -2.574 3.675
H 1.680 -1.918 1.396
N 0.007 0.134 -2.230
C 0.910 -0.947 -2.411
C 1.875 -0.840 -3.393
C 2.722 -1.894 -3.765
C 2.484 -3.115 -3.143
C 1.532 -3.252 -2.150
C 0.775 -2.147 -1.592
C 0.017 -2.317 -0.423
C -0.018 -3.671 0.124
C -1.096 -4.295 0.606
C -2.524 -3.819 0.605
C -2.221 -1.331 0.191
C -0.763 -1.332 0.431
H 0.438 1.013 -2.491
H -0.265 0.196 -1.245
H 1.942 0.112 -3.916
H 3.465 -1.773 -4.544
H 3.034 -4.000 -3.454
H 1.351 -4.247 -1.772
H 0.917 -4.235 0.175
H -0.962 -5.271 1.071
H -3.128 -4.608 0.141
H -4.020 -0.285 0.661
I 6.175 1.391 1.923
C 4.374 0.981 1.009
C 4.082 -0.082 0.178
N 2.804 0.067 -0.177
N 2.238 1.157 0.358
C 3.187 1.722 1.092
H 4.676 -0.904 -0.183
H 2.269 -0.526 -0.818
H 2.983 2.625 1.644
```

=====

No. 2
Formula: C37H29MnN4O3PS
Source: the Open Molecules 2025 dataset
Level of theory: wB97M-V/def2-TZVPD

Calculated values
Net charge: 0
LUMO energy (spin up / spin down) (Eh): -0.0197 / -0.0206
Multiplicity: 2

Geometry as XYZ:
```
76
C37H29MnN4O3PS, DFT wB97M-V/def2-TZVPD
Mn -0.373 0.237 0.299
C -4.481 0.289 -3.538
C -3.116 0.058 -3.500
C -2.421 0.166 -2.303
C -3.099 0.501 -1.139
C -4.473 0.737 -1.170
C -5.155 0.630 -2.370
N -2.340 0.574 0.081
N -3.030 0.749 1.113
C -2.254 0.812 2.272
C -2.905 1.067 3.482
C -2.146 1.180 4.628
C -0.755 1.051 4.545
C -0.134 0.780 3.336
C -0.867 0.624 2.150
H -5.022 0.210 -4.472
H -2.581 -0.206 -4.403
H -1.354 -0.001 -2.280
H -4.988 0.999 -0.259
H -6.221 0.815 -2.395
H -3.982 1.178 3.497
H -2.615 1.381 5.582
H -0.159 1.158 5.444
H 0.948 0.668 3.333
N 1.643 -0.051 0.666
C 2.054 -1.340 1.177
C 3.330 -1.515 1.703
C 3.721 -2.757 2.172
C 2.842 -3.834 2.119
C 1.570 -3.654 1.608
C 1.164 -2.405 1.136
P -0.530 -2.058 0.574
C -0.756 -2.990 -0.970
C -2.012 -2.964 -1.578
C -2.218 -3.604 -2.790
C -1.168 -4.263 -3.415
C 0.087 -4.279 -2.825
C 0.294 -3.646 -1.607
C -1.548 -2.947 1.802
C -2.267 -4.101 1.494
C -3.016 -4.743 2.472
C -3.049 -4.244 3.764
C -2.328 -3.100 4.080
C -1.584 -2.452 3.106
H 2.103 0.163 -0.227
H 2.002 0.681 1.277
H 4.013 -0.674 1.734
H 4.714 -2.887 2.581
H 3.147 -4.805 2.488
H 0.868 -4.480 1.593
H -2.835 -2.438 -1.108
H -3.197 -3.575 -3.251
H -1.327 -4.758 -4.365
H 0.911 -4.784 -3.312
H 1.278 -3.662 -1.157
H -2.242 -4.509 0.493
H -3.571 -5.638 2.218
H -3.635 -4.743 4.526
H -2.347 -2.702 5.086
H -1.034 -1.558 3.365
O 4.099 3.102 -0.170
S 3.398 2.992 -1.421
O 4.166 2.907 -2.629
N 2.312 1.763 -1.332
C 1.080 2.208 -1.357
O 0.051 1.466 -1.257
C 0.944 3.689 -1.514
C -0.209 4.448 -1.590
C -0.068 5.825 -1.718
C 1.192 6.416 -1.762
C 2.349 5.648 -1.682
C 2.188 4.284 -1.559
H -1.180 3.972 -1.551
H -0.949 6.451 -1.782
H 1.272 7.491 -1.860
H 3.332 6.099 -1.714
```

=====

No. 3
Formula: C37H30BrGeO3Pd
Source: the Open Molecules 2025 dataset
Level of theory: wB97M-V/def2-TZVPD

Calculated values
Energy above the lowest of the compared OMol25 structures with the same formula, charge and spin (eV): 0.475
Net charge: -2
LUMO energy (spin up / spin down) (Eh): 0.1503 / 0.1502
Multiplicity: 2

Geometry as XYZ:
```
73
C37H30BrGeO3Pd, DFT wB97M-V/def2-TZVPD
Pd -0.612 0.411 0.565
O 1.390 1.934 -0.482
C 2.588 2.069 0.265
C 2.631 0.923 1.335
O 3.710 0.841 1.943
O 1.605 0.222 1.474
C 2.609 3.392 1.024
C 3.750 3.826 1.700
C 3.739 5.005 2.426
C 2.579 5.768 2.512
C 1.430 5.322 1.882
C 1.443 4.140 1.149
C 3.738 1.867 -0.725
C 3.831 0.605 -1.312
C 4.785 0.337 -2.275
C 5.668 1.334 -2.682
C 5.571 2.596 -2.121
C 4.607 2.860 -1.150
H 1.243 2.716 -1.025
H 4.634 3.204 1.682
H 4.638 5.318 2.943
H 2.569 6.686 3.087
H 0.505 5.878 1.971
H 0.523 3.772 0.711
H 3.132 -0.167 -1.009
H 4.835 -0.653 -2.711
H 6.419 1.127 -3.436
H 6.242 3.386 -2.437
H 4.538 3.856 -0.734
Br -6.156 3.909 2.478
C -4.621 2.894 1.941
C -4.249 2.876 0.609
C -3.134 2.129 0.240
C -2.343 1.396 1.144
C -2.791 1.458 2.477
C -3.905 2.185 2.889
H -4.823 3.429 -0.125
H -2.869 2.110 -0.815
H -2.246 0.913 3.243
H -4.211 2.201 3.928
C -1.973 -0.636 -3.078
Ge -1.370 -1.047 -1.219
C 0.061 -2.429 -1.649
C 1.255 -2.406 -0.924
C 2.290 -3.297 -1.187
C 2.159 -4.239 -2.199
C 0.983 -4.281 -2.937
C -0.045 -3.387 -2.659
C -2.868 -2.327 -0.672
C -4.025 -2.424 -1.405
C -5.095 -3.279 -1.035
C -5.007 -4.057 0.080
C -3.840 -3.999 0.885
C -3.710 -4.789 2.057
C -2.589 -4.717 2.833
C -1.537 -3.842 2.472
C -1.639 -3.078 1.346
C -2.788 -3.131 0.512
H -2.272 -1.530 -3.630
H -1.142 -0.163 -3.605
H -2.811 0.065 -3.073
H 1.384 -1.663 -0.139
H 3.202 -3.246 -0.602
H 2.966 -4.933 -2.411
H 0.866 -5.013 -3.731
H -0.957 -3.448 -3.247
H -4.145 -1.835 -2.307
H -5.988 -3.311 -1.651
H -5.816 -4.719 0.372
H -4.528 -5.449 2.327
H -2.507 -5.321 3.730
H -0.654 -3.765 3.094
H -0.851 -2.381 1.079
```

=====

No. 4
Formula: C37H30BrIrN8O3S
Source: the Open Molecules 2025 dataset
Level of theory: wB97M-V/def2-TZVPD

Calculated values
Energy above the lowest of the compared OMol25 structures with the same formula, charge and spin (eV): 0.000
Net charge: +1
LUMO energy (spin up / spin down) (Eh): -0.1398 / -0.1604
Multiplicity: 2

Geometry as XYZ:
```
81
C37H30BrIrN8O3S, DFT wB97M-V/def2-TZVPD
Ir 1.194 0.901 1.080
Br 3.145 -0.791 -5.886
C 2.779 -0.034 -4.193
C 3.059 1.333 -3.953
C 2.768 1.885 -2.743
C 2.170 1.134 -1.699
O 1.921 1.745 -0.595
C 1.880 -0.242 -1.954
C 1.236 -1.113 -1.055
N 0.926 -0.873 0.186
C 0.315 -1.826 1.067
C -0.054 -3.096 0.737
C -0.763 -3.897 1.663
C -1.061 -3.439 2.909
C -0.612 -2.160 3.311
C -0.826 -1.620 4.601
C -0.338 -0.384 4.907
C 0.336 0.356 3.920
N 0.532 -0.114 2.713
C 0.082 -1.369 2.386
C 2.238 -0.796 -3.221
H 3.518 1.930 -4.730
H 2.989 2.924 -2.538
H 0.976 -2.091 -1.460
H 0.175 -3.492 -0.244
H -1.074 -4.890 1.366
H -1.626 -4.050 3.602
H -1.373 -2.197 5.336
H -0.464 0.042 5.892
H 0.708 1.354 4.114
H 2.070 -1.850 -3.393
N 5.194 0.071 3.096
C 4.076 0.581 2.508
S 3.236 -0.467 1.399
N 3.739 1.771 2.770
N 2.559 2.246 2.227
C 2.445 3.517 2.380
C 1.366 4.366 2.014
C 1.478 5.751 2.247
C 0.473 6.610 1.895
C -0.679 6.086 1.291
C -0.820 4.732 1.096
C 0.201 3.842 1.468
O -0.002 2.547 1.317
H 5.529 -0.840 2.845
H 5.794 0.686 3.616
H 3.293 3.991 2.866
H 2.385 6.129 2.707
H 0.566 7.672 2.071
H -1.466 6.760 0.977
H -1.706 4.307 0.640
C -0.291 -5.454 -2.565
C -0.851 -4.083 -2.855
C -1.921 -3.566 -2.137
C -2.399 -2.277 -2.350
C -1.798 -1.463 -3.305
N -2.201 -0.139 -3.609
C -3.344 0.561 -3.288
O -3.812 1.380 -4.044
N -3.963 0.283 -2.066
C -3.399 0.326 -0.781
C -4.260 0.323 0.312
C -3.740 0.404 1.587
C -2.368 0.501 1.745
N -1.534 0.489 0.711
C -2.029 0.395 -0.525
C -0.747 -1.986 -4.060
C -0.290 -3.274 -3.843
H -0.968 -6.033 -1.937
H 0.671 -5.380 -2.050
H -0.116 -6.009 -3.487
H -2.408 -4.182 -1.388
H -3.250 -1.934 -1.783
H -1.799 0.225 -4.460
H -4.924 0.593 -2.089
H -5.331 0.270 0.152
H -4.389 0.415 2.453
H -1.940 0.613 2.732
H -1.311 0.405 -1.337
H -0.292 -1.376 -4.834
H 0.513 -3.665 -4.460
```

=====

No. 5
Formula: C37H30CuN3P
Source: the Open Molecules 2025 dataset
Level of theory: wB97M-V/def2-TZVPD

Calculated values
Net charge: 0
LUMO energy (spin up / spin down) (Eh): -0.0292 / -0.0297
Multiplicity: 2

Geometry as XYZ:
```
72
C37H30CuN3P, DFT wB97M-V/def2-TZVPD
Cu -0.403 0.547 0.699
N 5.286 8.351 -2.627
C 4.665 7.451 -2.273
C 3.882 6.328 -1.830
C 4.056 5.082 -2.425
C 3.295 4.008 -1.997
C 2.352 4.170 -0.985
C 2.184 5.421 -0.398
C 2.949 6.498 -0.811
C 1.515 3.018 -0.544
C 0.148 3.112 -0.802
C -0.515 4.113 -1.568
C -1.839 3.754 -1.636
C -1.955 2.552 -0.902
N -0.790 2.164 -0.408
C 2.181 1.943 0.051
C 3.573 1.832 0.308
C 3.787 0.578 0.834
C 2.521 -0.037 0.891
N 1.562 0.762 0.440
H 4.782 4.960 -3.217
H 3.424 3.035 -2.453
H 1.454 5.543 0.391
H 2.826 7.468 -0.349
H -0.045 4.969 -2.027
H -2.636 4.269 -2.147
H -2.848 1.971 -0.727
H 4.313 2.594 0.123
H 4.725 0.142 1.138
H 2.278 -1.030 1.239
C 1.132 -3.090 2.729
C 0.787 -3.938 1.532
C 1.357 -5.206 1.444
C 1.099 -6.046 0.374
C 0.244 -5.630 -0.635
C -0.346 -4.380 -0.557
C -0.082 -3.522 0.513
P -0.879 -1.877 0.591
C -1.960 -1.818 -0.877
C -3.332 -2.021 -0.747
C -4.177 -1.894 -1.839
C -3.646 -1.561 -3.075
C -2.279 -1.368 -3.213
C -1.415 -1.490 -2.129
C 0.064 -1.301 -2.334
C -1.975 -1.959 2.027
C -2.253 -3.112 2.752
C -2.943 -3.026 3.952
C -3.344 -1.781 4.423
C -3.092 -0.634 3.685
C -2.420 -0.701 2.464
C -2.187 0.477 1.591
H 0.987 -3.662 3.647
H 0.527 -2.189 2.813
H 2.183 -2.794 2.699
H 2.018 -5.536 2.237
H 1.561 -7.024 0.334
H 0.028 -6.278 -1.474
H -1.028 -4.068 -1.337
H -3.741 -2.271 0.224
H -5.241 -2.052 -1.723
H -4.293 -1.450 -3.936
H -1.869 -1.112 -4.182
H 0.275 -1.066 -3.377
H 0.619 -2.205 -2.074
H 0.468 -0.491 -1.723
H -1.908 -4.075 2.392
H -3.151 -3.921 4.525
H -3.864 -1.705 5.370
H -3.427 0.330 4.048
H -2.327 1.423 2.119
H -2.896 0.451 0.757
```

=====

No. 6
Formula: C37H31F11GeN5OPPtS2
Source: the Open Molecules 2025 dataset
Level of theory: wB97M-V/def2-TZVPD

Calculated values
Energy above the lowest of the compared OMol25 structures with the same formula, charge and spin (eV): 0.000
Net charge: +1
LUMO energy (spin up / spin down) (Eh): -0.2127 / -0.2074
Multiplicity: 2

Geometry as XYZ:
```
90
C37H31F11GeN5OPPtS2, DFT wB97M-V/def2-TZVPD
Pt 0.023 0.194 1.004
S -0.555 0.125 3.536
C -2.177 -0.432 3.465
C -2.809 -0.541 4.721
N -3.280 -0.643 5.761
C -2.865 -0.802 2.321
S -2.214 -0.870 0.727
C -4.208 -1.218 2.430
N -5.294 -1.581 2.487
F -1.002 3.235 1.616
C 0.339 3.262 1.383
C 1.014 2.066 1.198
C 2.390 2.190 1.020
F 3.139 1.077 0.899
C 3.040 3.419 0.952
F 4.355 3.472 0.734
C 2.306 4.594 1.080
F 2.898 5.781 0.969
C 0.941 4.513 1.328
F 0.205 5.619 1.484
C -3.769 2.285 1.110
Ge -2.396 1.976 -0.372
C -1.977 3.776 -1.334
C -2.179 4.951 -0.633
C -1.712 6.146 -1.158
C -1.092 6.158 -2.395
C -0.915 4.979 -3.102
C -1.359 3.777 -2.571
C -3.603 1.223 -1.900
C -3.150 0.100 -2.543
C -4.054 -0.733 -3.214
C -5.383 -0.402 -3.260
C -5.862 0.777 -2.658
C -7.228 1.123 -2.662
C -7.663 2.304 -2.124
C -6.742 3.205 -1.576
C -5.409 2.892 -1.542
C -4.936 1.659 -2.019
H -4.134 3.303 1.089
H -3.335 2.106 2.088
H -4.601 1.603 0.958
H -2.675 4.955 0.325
H -1.846 7.059 -0.596
H -0.756 7.096 -2.815
H -0.435 4.990 -4.070
H -1.224 2.860 -3.130
H -2.109 -0.184 -2.492
H -3.690 -1.636 -3.678
H -6.082 -1.030 -3.794
H -7.935 0.422 -3.082
H -8.713 2.554 -2.125
H -7.085 4.151 -1.183
H -4.682 3.610 -1.187
C 0.985 -5.176 1.735
N 0.547 -4.121 2.725
C 1.790 -3.598 3.435
N 2.746 -3.127 2.512
C 3.122 -4.167 1.577
N 1.962 -4.657 0.856
C 1.476 -3.701 -0.108
P 1.002 -2.053 0.659
C -0.105 -3.006 2.011
C 2.415 -1.881 1.856
H 0.108 -5.507 1.171
H 1.394 -6.019 2.301
H -0.093 -4.534 3.413
H 2.205 -4.432 4.011
H 1.479 -2.801 4.112
H 3.586 -4.994 2.124
H 3.846 -3.767 0.866
H 0.625 -4.125 -0.646
H 2.284 -3.525 -0.812
H -0.997 -3.386 1.501
H -0.435 -2.281 2.758
H 2.160 -1.134 2.612
H 3.287 -1.517 1.315
C 3.644 -0.594 -2.336
C 2.167 -0.771 -1.960
O 2.034 -1.071 -0.634
C 1.512 -1.845 -2.872
F 1.408 -1.481 -4.149
F 0.272 -2.144 -2.444
F 2.209 -2.987 -2.879
C 1.415 0.558 -2.239
F 0.143 0.506 -1.770
F 1.987 1.593 -1.634
F 1.319 0.881 -3.527
H 4.164 -1.545 -2.237
H 4.091 0.113 -1.640
H 3.739 -0.224 -3.353
```

=====

no.,total energy (hartree)
1,-2358.43495
2,-3762.63125
3,-6432.51826
4,-5168.12747
5,-3574.04235
6,-6209.64706